[1]
80
Properties=species:S:1:pos:R:3:forces:R:3 method="wB97M-V/def2-TZVPD" homo_ev="-7.28 / -7.73" spin_multiplicity=6 e_above_lowest_ev=0.000 s_squared=8.831 total_charge=0
Co -0.68665 1.51455 1.17136 -0.1 0.4 -0.9
S 1.54357 0.36670 -4.47301 1.0 0.7 0.4
O 1.44414 1.15213 -5.69713 -0.2 0.2 0.0
O 3.20542 0.23973 -4.10803 -0.9 -0.2 -0.3
N -0.28031 -0.28707 3.47773 -0.4 0.7 -0.8
N -2.69728 1.87457 0.28825 -0.7 -2.8 1.9
N 1.09239 -2.28352 3.13636 0.4 -0.8 -0.1
N 1.68066 -0.15261 1.93743 -0.5 0.1 -0.6
N -0.77174 -0.57698 0.27035 0.4 0.4 1.0
N 2.32128 -2.31953 3.68222 0.3 0.5 1.0
N -1.04400 0.77891 3.07513 -0.1 -0.6 0.5
N -0.27135 -1.49759 1.14074 0.3 -0.6 -0.1
N 1.29826 0.99408 1.25944 1.8 -1.0 0.6
N -0.57413 3.40837 0.40919 0.7 -0.2 0.5
C 0.74518 -2.76156 -6.67469 -0.7 -1.4 -1.0
C 3.65120 1.30930 -3.37078 0.2 -0.9 -0.5
C 2.31796 2.67710 -0.15382 0.9 0.0 0.0
C -0.36844 -0.39252 4.81395 0.3 -0.6 -0.5
C 2.42241 1.45435 0.69826 -0.9 0.3 0.1
C 1.19178 -4.13409 4.32463 0.4 -0.1 0.6
C 2.38259 -3.37713 4.47534 -0.1 -0.2 -0.8
C -2.56818 2.41759 4.04497 0.1 0.5 2.3
C -3.72377 0.98273 0.34948 1.5 0.7 0.1
C 3.58440 -3.58586 5.33283 0.5 1.2 -0.1
C -4.85094 2.32114 -1.31642 -0.8 -1.1 0.1
C 0.92171 -1.49487 -6.23871 0.2 0.9 -0.1
C 1.56437 -3.64578 -4.56594 -0.6 1.1 0.2
C 0.98287 -3.83408 -5.82373 0.8 -0.7 0.0
C -1.46356 4.86209 -1.30793 -0.8 -1.4 0.5
C -1.64301 1.25436 4.15754 0.1 0.6 0.8
C -0.85781 -2.57291 -0.70818 -0.1 0.2 -0.6
C -1.65299 -0.36026 -1.94702 -0.5 -0.1 -1.5
C -2.45119 5.07888 -2.23039 -0.6 -0.3 -0.9
C -3.75361 3.17417 -1.42778 -0.2 0.0 0.0
C -0.28238 -2.71794 0.53016 -0.6 0.8 -0.2
C 3.52288 0.62807 1.01165 -0.9 0.1 -0.2
C 1.70816 -2.32730 -4.09712 0.5 -0.8 -0.2
C -1.09422 -1.18596 -0.85586 -0.3 -0.3 0.8
C 1.39091 -1.31125 -4.97229 0.3 0.4 0.9
C -1.20736 0.55547 5.31853 -0.6 0.2 -0.4
C -4.81474 1.21379 -0.44143 -1.6 0.0 -0.2
C -2.71211 2.90661 -0.48798 -0.2 0.7 -1.8
C -3.59813 4.25731 -2.37191 0.3 0.7 1.1
C 0.40293 -3.38009 3.52548 -1.2 0.6 -0.7
C 2.97098 -0.41697 1.73851 1.3 0.6 0.0
C -1.48710 3.71981 -0.42441 -0.5 0.5 0.1
B 0.58192 -1.07194 2.41071 -0.8 0.2 0.4
H 0.14576 -1.16639 5.32854 0.4 -0.5 0.2
H 2.17995 -2.08511 -3.14005 -0.3 -0.2 -0.2
H -3.02285 2.45006 3.11017 -0.9 0.0 -1.7
H 0.92915 -5.09029 4.71271 0.0 -0.3 0.5
H -4.44282 4.60296 -2.98102 0.5 -0.5 0.1
H 3.48893 -1.27457 2.17566 -0.6 0.5 -0.2
H -0.62196 5.46866 -1.20546 1.2 1.1 -0.1
H 0.79038 -0.61146 -6.83467 -0.2 0.1 -0.4
H -1.43677 -0.81933 -2.95981 -0.1 0.7 1.1
H 1.35632 2.79937 -0.66157 0.3 -0.3 0.0
H -1.50206 0.59178 6.36817 0.0 0.4 -0.6
H -2.28953 5.90049 -2.91826 -0.3 0.1 0.0
H 0.82793 -4.84542 -6.19933 0.0 0.2 0.1
H -0.64310 -3.46794 3.24282 0.3 -0.3 0.0
H -2.10906 3.39737 4.20946 0.5 -0.2 -0.2
H 1.86028 -4.45126 -3.91193 -0.1 -0.3 -0.1
H 3.32508 -3.56720 6.38751 -0.1 0.0 0.1
H 0.42047 -2.93235 -7.70557 0.0 -0.1 0.4
H -3.57459 0.09962 1.01057 -0.2 0.8 -0.6
H -5.77746 2.41390 -1.90686 0.7 0.3 0.1
H 4.31228 -2.75409 5.15361 -0.7 -0.7 0.1
H 3.16917 2.63585 -0.83886 -0.3 0.3 -0.2
H 4.09710 -4.50323 5.14782 0.3 -0.8 -0.2
H -5.69591 0.54222 -0.34338 0.7 0.6 -0.3
H 2.41764 3.57351 0.45148 0.1 0.1 0.1
H 0.08278 -3.62173 0.96128 0.2 -0.1 0.4
H -2.75016 -0.23175 -1.88000 0.4 -0.3 0.0
H 2.86621 1.82446 -2.85122 0.3 0.5 0.4
H 4.69705 1.15633 -3.11825 -0.4 0.5 0.3
H -1.26381 0.66435 -1.88209 0.2 -0.3 -0.2
H 4.55263 0.78983 0.75280 0.0 -0.1 -0.1
H -1.12227 -3.36030 -1.40207 0.3 0.1 0.0
H -3.33976 2.41763 4.84210 0.2 -0.4 -0.5

***

[2]
10
Properties=species:S:1:pos:R:3:forces:R:3 method="wB97M-V/def2-TZVPD" homo_ev="-12.45 / -12.43" spin_multiplicity=2 e_above_lowest_ev=0.456 s_squared=0.761 total_charge=+1
Cs -4.80032 -3.34685 -0.57329 0.2 0.1 0.0
O -0.24254 0.37272 -0.11619 0.7 1.3 -0.6
O -0.90738 -1.70616 -0.42670 0.3 0.2 0.4
O 1.27182 -1.20828 -0.39828 1.4 -0.1 0.1
C 0.84041 2.33031 0.63000 -0.7 -0.8 0.5
C 0.75728 1.37457 -0.26793 -1.2 -1.1 1.2
C 0.00757 -0.91823 -0.29938 -1.5 -0.6 -0.8
H 1.61093 3.09801 0.58248 -0.6 0.0 0.2
H 1.39902 -2.14925 -0.59098 -0.2 0.1 0.1
H 0.06319 2.15314 1.46027 1.5 0.8 -1.0

***

[3]
75
Properties=species:S:1:pos:R:3:forces:R:3 method="wB97M-V/def2-TZVPD" homo_ev=-8.33 e_above_lowest_ev=1.132 total_charge=0
O -3.24156 3.60043 -4.16852 0.0 0.1 0.2
O -2.88931 1.58358 0.54925 -0.3 0.1 0.1
O -1.18575 -0.50414 -1.85217 0.0 -0.2 -0.2
O 2.57726 1.14606 1.55411 -0.1 -0.5 -0.2
O 4.89415 -0.43356 1.38408 -0.5 0.1 -0.1
O 1.00944 1.86381 -2.41963 0.3 0.0 -0.2
N -0.98328 2.39487 -1.49335 -0.4 0.1 0.0
N -2.03415 -2.31052 0.95692 0.6 -0.7 0.0
N -2.01594 -3.18205 2.91660 -0.1 -0.3 0.7
N -2.62036 -2.36426 2.15928 -0.8 0.6 0.0
N -0.62757 0.14813 0.23097 0.5 0.3 0.0
C -2.43065 1.40541 -4.08249 0.0 0.2 0.1
C 1.86995 -0.78080 -1.45279 0.1 -0.1 0.0
C -1.36630 -0.55473 -0.65352 -0.4 -0.3 0.3
C -2.67162 1.60362 1.74718 -0.1 0.2 0.1
C 1.75409 0.11693 -0.40097 0.2 0.2 0.3
C -3.37560 2.59688 2.63287 -0.1 0.1 -0.2
C 0.97250 -4.35678 0.38193 0.0 0.1 -0.1
C 3.66520 1.91352 2.02816 0.3 0.3 0.3
C -1.72083 0.49786 3.77806 0.0 0.1 -0.2
C 4.02792 -1.44358 -0.65040 0.2 0.0 0.2
C 0.50648 0.95155 -0.24253 0.3 0.0 -0.3
C 2.78832 0.25383 0.53086 -0.1 0.1 -0.2
C 0.98159 -4.93003 1.66324 0.1 -0.1 0.2
C 0.00195 -3.46492 -0.01078 0.0 0.0 -0.2
C 0.23464 -0.75633 2.28990 -0.1 0.1 0.0
C 3.93352 -0.55505 0.41239 0.1 0.0 0.1
C -0.96449 -3.72022 2.23517 0.3 0.2 -1.3
C -2.71434 3.34545 -5.46366 0.0 0.1 -0.4
C -1.44244 3.21788 -2.58496 -0.2 0.2 -0.3
C -0.72241 0.01785 1.64239 -0.2 0.0 0.6
C 0.02476 -4.63192 2.60371 -0.1 0.1 0.0
C 0.20190 -0.92085 3.66035 -0.1 0.1 0.0
C -2.71261 2.65774 -3.25410 0.3 -0.2 0.3
C 3.00680 -1.55115 -1.57790 -0.2 0.0 0.0
C -0.96549 -3.15308 0.93729 -0.1 -0.5 0.8
C 0.18978 1.73951 -1.53686 -0.1 0.1 0.5
C -1.70308 0.69122 2.39367 0.4 -0.4 -0.1
C -2.48329 -1.43278 -0.07806 -0.3 0.2 -0.4
C 6.08785 -1.16319 1.24511 0.2 -0.1 0.0
C -0.79095 -0.30431 4.40434 0.1 0.0 0.0
C -1.96449 2.00492 -5.40867 -0.1 0.2 0.1
H 3.21739 2.76413 2.54294 0.1 0.0 0.0
H -4.11872 2.08059 3.23820 0.0 0.0 0.1
H -1.69051 0.76311 -3.61490 0.0 0.0 0.0
H -2.05545 4.17036 -5.75937 -0.1 -0.1 0.0
H -3.27117 -0.79817 0.33441 0.1 -0.1 0.0
H 3.10717 -2.24320 -2.39962 0.0 -0.1 -0.1
H 1.75332 -4.62485 -0.31357 0.1 0.0 -0.1
H -2.48821 0.96677 4.37175 -0.1 0.1 0.1
H 4.28391 1.34796 2.72720 -0.1 0.1 -0.1
H 4.90193 -2.06544 -0.75882 0.1 0.0 0.0
H 1.07553 -0.84636 -2.17673 0.0 0.0 -0.1
H 6.60661 -0.91553 0.31376 0.0 0.0 0.0
H 0.02811 -5.07054 3.58814 0.0 -0.1 0.1
H -3.35459 0.84277 -4.22040 0.0 0.0 0.0
H -3.56058 3.31423 -6.15859 0.1 0.0 0.0
H 0.93957 -1.54431 4.14104 0.1 -0.1 0.1
H -3.47226 2.49473 -2.48136 0.0 0.0 -0.1
H -1.66847 4.22316 -2.21175 0.0 -0.1 -0.1
H 1.76909 -5.62691 1.90932 0.1 -0.1 0.0
H -2.67443 3.10066 3.29273 0.0 0.0 0.1
H -0.62651 3.28218 -3.30696 -0.1 0.1 0.0
H -3.88640 3.32588 2.00811 0.0 0.0 0.0
H 4.28532 2.27377 1.20430 0.0 0.0 0.0
H -0.00409 -3.02163 -0.99351 0.1 0.0 -0.1
H 0.99185 -1.25029 1.70106 0.0 -0.1 -0.1
H 0.69359 1.70490 0.53213 -0.1 -0.1 -0.2
H 5.90910 -2.24248 1.28862 0.0 0.0 0.0
H -1.67573 2.14827 -0.79760 0.2 -0.1 0.0
H -2.89301 -2.00728 -0.91671 0.1 0.1 0.1
H 6.70813 -0.86949 2.09097 0.0 -0.1 -0.1
H -2.20624 1.37164 -6.25935 0.1 0.0 0.0
H -0.83866 -0.45098 5.47188 0.0 0.0 0.1
H -0.88714 2.16557 -5.39377 0.0 0.0 0.0

***

[4]
17
Properties=species:S:1:pos:R:3:forces:R:3 method="wB97M-V/def2-TZVPD" homo_ev=-9.11 e_above_lowest_ev=4.476 total_charge=0
O 1.76781 1.38351 -1.04975 -0.1 0.0 0.2
N 2.31068 -0.81702 0.76267 -1.2 -1.2 -0.9
N 1.23938 1.26741 0.26183 -0.2 -0.4 -0.8
C -1.28161 -0.91454 0.13638 0.7 -0.3 -1.1
C -0.37637 -1.11869 -0.84071 -2.1 -0.6 0.2
C 1.31808 -0.02626 0.80275 1.5 1.3 2.1
C -2.22670 0.23834 0.18719 0.1 0.0 0.0
H -3.25574 -0.12688 0.19018 0.0 0.1 0.0
H -2.10343 0.89513 -0.67165 0.0 0.1 -0.1
H 0.12101 -2.06985 -0.94409 0.5 0.1 0.3
H -1.36210 -1.62875 0.94790 0.1 -0.1 0.0
H 0.31036 1.67419 0.26410 0.0 -0.2 -0.2
H -2.08682 0.81255 1.10343 -0.1 0.1 0.1
H -0.36160 -0.48700 -1.71582 0.2 0.4 0.0
H 0.63576 -0.08474 1.67268 0.3 0.1 -0.4
H 2.75080 -0.86297 -0.15605 0.5 0.7 0.2
H 2.60048 1.86559 -0.95102 -0.2 -0.1 0.2